2
Properties=species:S:1:pos:R:3:forces:R:3 method="wB97M-V/def2-TZVPD" lumo_ha=-0.41067 charge=+1 energy_ha=-474.37987 homo_lumo_gap_ev=3.856
Be -0.233008 0.085430 -2.112120 0.089 -0.032 0.803
Cl 0.233008 -0.085430 2.112120 -0.089 0.032 -0.803